Entry 1:
{"formula": "C51H111N5O7", "method": "the ωB97M-V functional and the def2-TZVPD basis", "elements": ["C", "C", "C", "C", "C", "C", "N", "O", "C", "C", "C", "H", "H", "H", "H", "H", "H", "H", "H", "H", "H", "H", "H", "H", "H", "H", "H", "H", "H", "H", "C", "C", "C", "C", "C", "C", "N", "O", "C", "C", "C", "H", "H", "H", "H", "H", "H", "H", "H", "H", "H", "H", "H", "H", "H", "H", "H", "H", "H", "H", "C", "C", "C", "C", "C", "C", "N", "O", "C", "C", "C", "H", "H", "H", "H", "H", "H", "H", "H", "H", "H", "H", "H", "H", "H", "H", "H", "H", "H", "H", "C", "C", "C", "C", "C", "C", "N", "O", "C", "C", "C", "H", "H", "H", "H", "H", "H", "H", "H", "H", "H", "H", "H", "H", "H", "H", "H", "H", "H", "H", "C", "C", "C", "C", "C", "C", "N", "O", "C", "C", "C", "H", "H", "H", "H", "H", "H", "H", "H", "H", "H", "H", "H", "H", "H", "H", "H", "H", "H", "H", "C", "C", "C", "O", "H", "H", "H", "H", "H", "H", "H", "H", "C", "C", "C", "O", "H", "H", "H", "H", "H", "H", "H", "H"], "positions_angstrom": [[19.044, 24.933, 17.368], [17.654, 24.686, 16.759], [16.715, 25.828, 17.173], [17.029, 27.114, 16.399], [16.919, 26.838, 14.918], [17.817, 25.708, 14.397], [17.629, 24.555, 15.297], [18.105, 23.306, 14.856], [17.253, 25.294, 13.042], [19.272, 26.138, 14.185], [17.126, 23.386, 17.383], [19.792, 24.279, 16.916], [19.062, 24.731, 18.443], [19.371, 25.972, 17.301], [15.680, 25.499, 17.039], [16.738, 26.081, 18.238], [18.022, 27.497, 16.645], [16.352, 27.915, 16.706], [17.167, 27.780, 14.408], [15.880, 26.723, 14.596], [17.024, 26.052, 12.290], [17.858, 24.532, 12.550], [16.274, 24.847, 13.247], [19.262, 27.019, 13.544], [19.776, 26.332, 15.135], [19.877, 25.337, 13.755], [17.975, 22.696, 17.407], [16.346, 22.901, 16.795], [16.810, 23.513, 18.417], [17.281, 22.863, 14.610], [18.949, 27.395, 8.678], [20.025, 27.545, 9.749], [20.268, 26.162, 10.390], [20.943, 25.156, 9.472], [22.210, 25.809, 8.888], [22.113, 27.229, 8.325], [21.313, 28.013, 9.225], [21.196, 29.369, 8.818], [23.548, 27.786, 8.333], [21.629, 27.220, 6.863], [19.546, 28.492, 10.856], [18.650, 28.389, 8.326], [18.007, 27.048, 9.120], [19.169, 26.752, 7.831], [20.867, 26.356, 11.287], [19.324, 25.730, 10.739], [20.248, 24.977, 8.644], [21.162, 24.235, 10.008], [22.545, 25.175, 8.063], [22.926, 25.734, 9.711], [23.884, 27.986, 9.358], [24.293, 27.069, 7.979], [23.681, 28.719, 7.786], [20.821, 27.917, 6.637], [22.405, 27.517, 6.156], [21.296, 26.224, 6.555], [20.259, 28.622, 11.671], [18.618, 28.091, 11.271], [19.319, 29.486, 10.471], [21.683, 29.858, 9.489], [13.685, 19.006, 7.730], [15.004, 19.806, 7.782], [15.606, 20.102, 6.389], [14.807, 21.120, 5.614], [14.745, 22.418, 6.411], [14.234, 22.215, 7.859], [14.935, 21.096, 8.470], [14.457, 20.876, 9.795], [14.579, 23.512, 8.605], [12.705, 22.105, 7.830], [16.056, 18.935, 8.499], [12.994, 19.340, 8.501], [13.940, 17.966, 7.930], [13.192, 19.059, 6.759], [16.609, 20.537, 6.429], [15.732, 19.167, 5.838], [13.764, 20.823, 5.451], [15.217, 21.304, 4.618], [14.071, 23.110, 5.893], [15.686, 22.976, 6.368], [14.359, 23.409, 9.671], [15.612, 23.819, 8.440], [13.952, 24.355, 8.305], [12.344, 21.251, 7.250], [12.362, 21.877, 8.843], [12.222, 23.001, 7.450], [15.788, 18.780, 9.551], [17.095, 19.260, 8.467], [16.029, 17.888, 8.177], [15.172, 21.258, 10.327], [19.617, 15.411, 15.888], [19.067, 15.089, 14.487], [17.585, 15.567, 14.513], [17.080, 15.674, 13.076], [18.020, 16.468, 12.153], [19.434, 15.916, 12.118], [19.896, 15.809, 13.499], [21.218, 15.315, 13.575], [19.469, 14.615, 11.298], [20.276, 16.956, 11.373], [19.101, 13.566, 14.310], [18.976, 15.027, 16.677], [19.742, 16.494, 15.965], [20.628, 15.010, 15.988], [16.925, 14.894, 15.062], [17.419, 16.543, 14.980], [16.065, 16.076, 13.121], [16.970, 14.671, 12.650], [17.937, 17.523, 12.423], [17.635, 16.397, 11.132], [19.353, 14.825, 10.230], [20.430, 14.108, 11.400], [18.682, 13.884, 11.484], [21.230, 16.591, 10.979], [19.755, 17.472, 10.568], [20.636, 17.713, 12.081], [19.884, 13.114, 14.919], [19.271, 13.216, 13.294], [18.152, 13.068, 14.528], [21.756, 16.112, 13.636], [20.951, 18.936, 5.224], [20.431, 20.256, 5.812], [21.660, 20.982, 6.376], [21.415, 22.469, 6.643], [21.000, 23.112, 5.324], [19.752, 22.447, 4.655], [19.896, 20.992, 4.660], [18.785, 20.361, 4.078], [18.492, 22.964, 5.344], [19.779, 22.895, 3.191], [19.424, 19.953, 6.907], [21.616, 19.135, 4.383], [20.130, 18.307, 4.866], [21.484, 18.276, 5.914], [21.843, 20.529, 7.357], [22.578, 20.776, 5.825], [22.308, 22.986, 7.000], [20.634, 22.644, 7.386], [21.812, 23.090, 4.598], [20.658, 24.121, 5.560], [18.436, 22.602, 6.374], [18.455, 24.055, 5.371], [17.590, 22.625, 4.829], [20.241, 23.882, 3.075], [20.436, 22.240, 2.613], [18.850, 22.987, 2.624], [19.823, 19.445, 7.790], [18.717, 19.206, 6.525], [18.774, 20.748, 7.276], [19.092, 20.021, 3.229], [17.878, 20.331, 11.721], [17.596, 21.821, 11.542], [17.801, 22.423, 10.167], [16.230, 22.047, 11.968], [18.041, 19.958, 12.733], [18.713, 20.067, 11.063], [17.040, 19.706, 11.390], [18.234, 22.334, 12.274], [17.077, 23.226, 10.030], [17.494, 21.716, 9.387], [18.839, 22.728, 10.057], [16.150, 21.639, 12.846], [14.813, 18.363, 14.512], [15.424, 19.597, 15.159], [16.847, 19.457, 15.611], [15.335, 20.721, 14.246], [13.732, 18.416, 14.603], [15.292, 17.490, 14.962], [15.135, 18.298, 13.469], [14.765, 19.898, 15.984], [17.495, 19.165, 14.772], [16.934, 18.709, 16.395], [17.342, 20.395, 15.874], [14.400, 20.867, 14.063]], "e_above_lowest_ev": 0.0000, "charge": 0, "homo_energy_ev": -8.1, "smiles": "CC1(C)CCCC(C)(C)N1O.CC1(C)CCCC(C)(C)N1O.CC1(C)CCCC(C)(C)N1O.CC1(C)CCCC(C)(C)N1O.CC1(C)CCCC(C)(C)N1O.CC(C)O.CC(C)O"}

Entry 2:
{"formula": "C2H3FI2", "method": "the ωB97M-V functional and the def2-TZVPD basis", "elements": ["C", "C", "F", "I", "I", "H", "H", "H"], "positions_angstrom": [[-0.526, -0.002, -1.043], [-1.659, -0.072, -0.058], [-0.938, -0.165, -2.386], [-2.622, -1.952, -0.051], [-2.811, 1.751, 0.223], [0.280, -0.883, -1.043], [-0.087, 0.948, -0.815], [-0.034, 0.589, 2.111]], "e_above_lowest_ev": 4.4619, "charge": 0, "homo_energy_ev": [-9.8, -8.8]}

Entry 3:
{"formula": "C2H3NO3", "method": "the ωB97M-V functional and the def2-TZVPD basis", "elements": ["C", "C", "N", "O", "O", "O", "H", "H", "H"], "positions_angstrom": [[0.245, 0.355, 0.695], [-0.572, -0.958, 1.119], [0.512, 0.519, -0.643], [0.790, 1.067, 1.477], [-1.267, -1.545, 0.079], [-0.026, -2.077, 0.495], [-0.910, -1.063, 2.116], [0.187, -0.055, -1.423], [1.150, 1.190, -0.680]], "e_above_lowest_ev": 4.7021, "charge": 0, "homo_energy_ev": -10.5, "smiles": "NC(=O)C1OO1"}

| no. | energy (a.u.) |
| --- | --- |
| 1 | -2810.017679 |
| 2 | -773.064132 |
| 3 | -358.356878 |